# C18H43Cl2FP2Tl

C18H43Cl2FP2Tl as an isolated structure in a non-equilibrium geometry (ωB97M-V with the def2-TZVPD basis set, OMol25).

- LUMO (eV) = 2.58
- electronic energy (eV) = -70399.684
- E_HOMO (eV) = -3.4
- charge = -1

Each line ends with the Löwdin charge.
Positions of all 67 atoms, in Å:
Tl1 0.33 -0.77 0.72  0.29
Cl1 -0.76 1.61 -0.63  -0.16
P1 -1.19 0.40 2.48  0.96
C1 -2.96 0.86 2.25  -0.53
C2 -1.11 -0.99 3.73  -0.55
C3 -0.29 1.89 3.09  -0.54
C4 -3.56 0.18 1.02  -0.13
H1 -2.91 1.94 2.03  0.11
C5 -3.78 0.65 3.53  -0.13
H2 -3.92 -0.42 3.73  0.07
H3 -4.77 1.10 3.38  0.08
H4 -3.33 1.12 4.41  0.05
H5 -3.14 0.64 0.12  0.02
H6 -4.65 0.31 1.02  0.07
H7 -3.33 -0.90 0.98  0.06
H8 -0.50 2.59 2.26  0.09
C6 1.23 1.74 3.20  -0.13
C7 -0.93 2.39 4.38  -0.12
H9 -1.95 2.76 4.22  0.06
H10 -0.34 3.22 4.78  0.08
H11 -0.96 1.61 5.14  0.08
H12 1.67 1.03 2.49  0.02
H13 1.53 1.45 4.21  0.07
H14 1.69 2.72 2.98  0.08
C8 -1.68 -2.27 3.09  -0.12
H15 -1.74 -0.69 4.58  0.09
C9 0.31 -1.26 4.20  -0.13
H16 -2.74 -2.18 2.81  0.07
H17 -1.58 -3.10 3.79  0.08
H18 -1.12 -2.53 2.19  0.04
H19 0.95 -1.54 3.34  0.00
H20 0.30 -2.12 4.88  0.08
H21 0.76 -0.42 4.73  0.06
Cl2 1.98 -2.65 1.15  -0.14
H22 1.57 0.48 0.32  -0.04
P2 0.99 0.01 -2.68  0.96
C10 1.62 1.66 -3.22  -0.57
C11 2.35 -1.27 -2.97  -0.57
C12 -0.55 -0.41 -3.61  -0.57
C13 2.20 2.42 -2.02  -0.17
H23 0.69 2.19 -3.53  0.10
C14 2.58 1.57 -4.39  -0.14
H24 3.54 1.12 -4.09  0.07
H25 2.78 2.58 -4.76  0.07
H26 2.16 0.98 -5.22  0.05
H27 1.43 2.55 -1.25  -0.02
H28 2.54 3.41 -2.34  0.06
H29 3.04 1.89 -1.56  0.06
H30 -1.18 0.46 -3.36  0.08
C15 -1.28 -1.64 -3.07  -0.13
C16 -0.25 -0.44 -5.11  -0.14
H31 0.01 0.55 -5.48  0.06
H32 -1.14 -0.78 -5.64  0.06
H33 0.57 -1.14 -5.35  0.07
H34 -1.30 -1.69 -1.96  0.03
H35 -0.86 -2.56 -3.46  0.05
H36 -2.33 -1.58 -3.40  0.07
C17 3.50 -1.00 -2.01  -0.14
H37 2.66 -1.15 -4.02  0.08
C18 1.84 -2.69 -2.73  -0.13
H38 3.97 -0.01 -2.13  0.05
H39 4.28 -1.77 -2.15  0.08
H40 3.14 -1.10 -0.97  0.02
H41 1.50 -2.78 -1.69  0.04
H42 2.67 -3.39 -2.86  0.07
H43 1.04 -2.99 -3.42  0.05
F1 -1.28 -1.87 -0.16  -0.52